62
Properties=species:S:1:pos:R:3:forces:R:3:lowdin_charge:R:1 method="wB97M-V/def2-TZVPD" relative_energy_kj_mol=406.44 orbital_gap_ev=8.46 total_energy_ha=-1452.02498 molar_mass_g_mol=361.36 total_charge=+1
C -0.9071 -0.6669 -0.7080 -0.182 -0.836 0.113 -0.035
C -1.0702 0.5699 0.0894 0.102 1.966 -1.761 -0.306
C -0.9038 1.7988 -0.4713 -0.140 -1.731 0.004 -0.128
N -0.3434 2.0359 -1.7529 -1.272 0.308 0.501 0.058
N -1.4553 0.4615 1.4807 -0.099 -0.574 1.718 0.204
H -1.8642 -0.9275 -1.1650 -0.267 -0.060 0.227 0.078
H -0.6611 -1.5514 -0.0959 0.199 0.635 -0.772 0.061
H -0.2976 -0.5755 -1.6058 0.415 0.216 0.869 0.047
H -1.2919 2.6987 -0.0202 0.280 0.080 0.416 0.127
H 0.3118 1.3563 -2.1116 0.219 0.037 0.499 0.063
H 0.0326 2.9729 -1.7519 0.184 -0.155 -0.360 0.099
H -2.2427 -0.1586 1.7438 -0.047 -0.336 -1.006 0.129
H -1.7577 1.3526 1.8969 0.858 0.083 0.024 0.116
H -0.5996 0.0168 2.0058 -1.286 1.243 -0.761 0.125
H -2.5118 -0.1763 -3.3645 1.294 0.607 0.089 0.045
H -1.7435 1.2573 -2.9247 0.372 -0.741 -0.169 0.021
O -2.5535 0.7518 -3.0958 -1.825 0.567 0.052 -0.065
H 2.5501 2.2262 -3.3664 -0.196 -0.151 0.745 0.069
H 2.9826 1.4349 -4.5071 -0.024 -0.557 -0.096 0.074
O 2.6080 1.2976 -3.6249 0.390 0.782 -0.684 -0.041
H -3.4543 0.7614 -1.7210 -0.286 0.241 0.129 -0.004
H -4.7876 1.4168 -1.2537 -0.165 0.075 -0.098 0.050
O -4.0774 0.8522 -0.9497 0.198 -0.237 0.314 -0.081
H 0.0243 -0.9418 -3.3675 -0.188 -0.508 -0.228 0.009
H -0.9211 -1.5955 -4.4260 0.187 0.109 0.285 0.071
O -0.8797 -1.2876 -3.5082 0.010 -0.362 -0.805 -0.081
H -4.1552 -0.2853 0.5376 -0.917 0.325 -0.256 0.002
H -4.7474 -1.2293 1.7549 -0.233 0.558 -0.373 0.065
O -4.0389 -1.0326 1.1377 1.111 -0.648 0.353 -0.053
H -3.5179 -4.5253 -0.5849 -0.097 0.001 -0.052 0.065
H -3.6737 -3.2162 -1.3667 -0.142 0.004 -0.105 0.059
O -3.0600 -3.7120 -0.8192 -0.064 -0.130 -0.171 -0.038
H -2.4973 -2.5571 0.6001 0.428 -0.250 0.414 0.004
H -1.4495 -3.5412 1.1505 -0.094 -0.215 -0.065 0.053
O -1.7218 -2.6241 1.1961 0.007 0.168 0.632 -0.096
H 3.8491 0.3222 3.8709 0.458 -0.075 -0.111 0.059
H 3.6677 -0.6949 2.6232 0.740 0.377 0.789 0.001
O 3.2388 -0.0981 3.2705 -0.967 -0.418 -0.872 -0.060
H 1.1776 3.0825 2.4066 0.078 0.145 0.000 0.091
H 0.9805 1.6037 2.6565 -0.090 0.327 0.223 0.026
O 0.7219 2.3150 2.0505 0.031 -0.127 0.405 -0.030
H 1.3369 1.7394 0.6348 0.688 -0.027 -0.934 -0.007
H 2.0938 0.5454 0.0485 0.178 0.177 -0.332 0.025
O 1.8647 1.4584 -0.1677 0.123 -0.266 0.678 -0.087
H 4.5473 0.0858 -2.0318 0.066 0.046 0.322 0.025
H 5.2591 -1.1655 -1.5426 0.018 0.017 -0.125 0.042
O 5.0932 -0.2474 -1.3036 -0.115 -0.142 -0.142 -0.049
H 1.7013 -0.6381 1.8151 -0.037 -0.504 -0.189 0.052
H 0.4134 -1.5597 1.3999 0.527 -0.218 -0.056 0.065
O 0.7559 -0.8096 1.9004 0.137 0.116 0.577 -0.027
H 1.1007 -0.0134 5.2421 0.016 0.011 0.231 0.054
H 1.1775 0.0350 3.7436 0.239 -0.309 0.231 -0.027
O 0.9377 0.5752 4.5032 -0.512 0.273 -0.063 -0.060
H -1.5412 3.6115 3.8087 0.245 -0.104 0.237 0.053
H -2.5095 3.4420 2.6749 -0.172 0.019 0.033 0.049
O -1.9654 2.9299 3.2827 -0.374 0.064 -0.368 -0.046
H 5.1080 -2.5121 1.6044 -0.687 -0.096 0.623 0.078
H 5.0940 -1.2850 0.8466 -0.615 0.784 -0.101 0.043
O 4.5403 -1.7282 1.5084 1.211 -0.630 -0.743 -0.043
H 1.9225 -1.9218 -3.6693 0.177 0.019 -0.033 0.062
H 2.2621 -0.4501 -3.2495 -0.031 -0.131 -0.016 -0.002
O 1.8480 -1.2792 -2.9576 -0.067 0.156 0.115 -0.054